This record from the OMol25 dataset describes a 2-piece molecular cluster, C4H14N3 overall. The level of theory is wB97M-V/def2-TZVPD.

Frontier orbital gap, eV: 11.42
Multiplicity: 1
E_LUMO, eV: -3.003
Charge: +1
Energy above the lowest of the compared OMol25 structures with the same formula, charge and spin, kcal per mole: 11.58

The geometry in XYZ format:
```
21
Properties=species:S:1:pos:R:3:mulliken_charge:R:1
C 1.537 -1.020 1.174 -0.999
C 0.699 -0.732 -1.105 0.691
N 1.431 -0.311 -0.094 -0.196
N -0.217 -1.670 -0.938 -0.352
N 0.920 -0.188 -2.306 -0.419
H 1.793 0.628 -0.027 0.281
H -0.629 -1.875 -0.042 0.237
H -0.523 -2.234 -1.714 0.237
H 1.843 0.077 -2.608 0.241
H 0.213 -0.034 -3.006 0.230
H 0.885 -0.602 1.945 0.318
H 2.542 -0.935 1.575 0.352
H 1.267 -2.072 1.153 0.380
C -2.616 2.072 1.110 -0.893
C -1.334 1.603 1.785 -0.415
H -2.467 3.011 0.585 0.292
H -3.094 1.280 0.548 0.296
H -3.296 2.291 1.938 0.279
H -0.714 2.330 2.297 0.382
H -0.599 0.985 1.244 -0.253
H -1.584 0.850 2.540 0.312
```

This record from the OMol25 dataset describes the molecule C4H4OS. The level of theory is wB97M-V/def2-TZVPD.

Frontier orbital gap (spin up / spin down), eV: 7.87 / 7.86
Multiplicity: 1
E_LUMO (spin up / spin down), eV: -0.539 / -0.541
Energy above the lowest of the compared OMol25 structures with the same formula, charge and spin, kcal per mole: 93.88

The geometry in XYZ format:
```
10
Properties=species:S:1:pos:R:3:mulliken_charge:R:1
C -0.201 1.218 -0.027 -0.917
C 0.121 -0.051 0.198 0.714
C -2.364 0.211 0.129 0.402
C 1.411 -0.660 -0.070 -0.888
O -3.459 0.604 -0.018 -0.297
S -1.335 -1.104 0.482 -0.093
H 0.585 1.950 -0.236 0.248
H 1.716 -1.430 0.730 0.282
H 2.008 0.303 -0.134 0.261
H 1.517 -1.041 -1.055 0.288
```

This record from the OMol25 dataset describes a 3-piece molecular cluster, C4H7BrF4N2 overall. The level of theory is wB97M-V/def2-TZVPD.

Frontier orbital gap, eV: 9.55
Multiplicity: 1
E_LUMO, eV: -0.144
Energy above the lowest of the compared OMol25 structures with the same formula, charge and spin, kcal per mole: 88.08

The geometry in XYZ format:
```
18
Properties=species:S:1:pos:R:3:mulliken_charge:R:1
C -2.650 0.932 0.752 -0.911
C -1.186 0.807 0.286 0.091
C -0.245 1.588 0.814 -0.747
C 2.161 -1.490 0.389 0.179
N 2.094 -2.458 1.144 0.260
N 1.619 -1.195 -0.674 0.293
F 2.469 -2.618 2.465 -0.140
F 1.190 -3.571 0.914 -0.203
F 2.177 -0.261 -1.559 -0.157
F 0.804 -1.844 -1.686 -0.214
Br 0.281 2.053 -3.771 -0.214
H -2.756 0.068 1.335 0.266
H -2.832 1.933 1.358 0.253
H -3.296 0.918 -0.275 0.247
H 0.680 0.951 -3.031 0.188
H -0.908 0.185 -0.508 0.360
H 0.770 1.723 0.373 0.238
H -0.372 2.280 1.675 0.210
```

This record from the OMol25 dataset describes a 2-piece molecular cluster, H2N2O2 overall. The level of theory is wB97M-V/def2-TZVPD.

Frontier orbital gap (spin up / spin down), eV: 9.43 / 8.35
Multiplicity: 1
E_LUMO (spin up / spin down), eV: 0.489 / 0.020
Energy above the lowest of the compared OMol25 structures with the same formula, charge and spin, kcal per mole: 88.38

The geometry in XYZ format:
```
6
Properties=species:S:1:pos:R:3:mulliken_charge:R:1
N 1.761 1.148 0.390 0.165
N -0.941 -0.056 0.043 -0.297
O 0.677 1.414 0.225 -0.141
O -0.245 -1.200 -0.324 -0.352
H -0.965 -0.030 1.051 0.250
H -0.287 -1.276 -1.385 0.375
```